Formula: C46H121N15O18
Source: the OMol25 dataset
Level of theory: wB97M-V/def2-TZVPD

XYZ file:
```
200
Properties=species:S:1:pos:R:3:forces:R:3
C 0.20211 3.72207 -0.76112 0.4811 1.1482 -1.3982
O 0.99107 4.80467 -0.22528 -0.3522 1.3404 -0.0084
C 1.10978 5.98908 -1.09826 0.6352 -0.3237 0.8890
C 1.88539 7.20772 -0.45008 -1.0430 -0.1888 0.1978
N 1.13243 7.85795 0.64450 -0.6766 -0.7764 -1.0009
C 1.63576 9.12259 1.14602 -0.6326 -0.6674 0.1821
C 0.62586 9.67466 2.14524 1.3076 -0.0790 1.6314
O 0.64122 8.83606 3.38359 -1.4666 1.4943 -0.9080
C 1.53829 9.36245 4.38247 0.7738 -0.3324 -2.1287
H -0.42825 3.16576 -0.06739 0.3706 0.4054 0.5170
H 0.84657 3.04792 -1.32528 0.1783 -0.2586 0.2045
H -0.43565 4.15788 -1.53017 -0.5054 -0.0806 -0.0160
H 0.17042 6.41360 -1.45249 -0.6504 -0.3207 0.5602
H 1.58449 5.67140 -2.02660 0.6111 -0.0185 -0.0011
H 1.95936 7.98401 -1.21165 -0.1686 -0.1004 -0.4651
H 2.93111 7.00453 -0.21930 0.1777 -0.5703 0.3759
H 0.93968 7.22871 1.41066 0.1165 -0.1330 0.0211
H 1.64454 9.86651 0.34940 0.5835 -0.1030 -0.2756
H 2.60787 8.87735 1.57378 0.4656 1.0243 0.2265
H -0.29755 9.86816 1.59938 -0.7047 -1.2949 0.5551
H 0.81124 10.69036 2.49465 0.8147 0.1695 -0.1063
H 1.41674 8.76694 5.28728 0.2658 0.2254 -0.2105
H 1.61415 10.44013 4.52729 -1.5310 0.3578 0.4364
H 2.49254 9.30796 3.85853 0.8993 -0.9636 0.7945
C -2.46987 -3.93522 -4.37445 0.1755 0.0576 -1.3154
O -2.70397 -3.45126 -3.09830 -0.8995 -0.2566 0.9677
C -2.76643 -4.40752 -2.05678 -0.2506 -0.1054 -0.5830
C -3.34981 -3.82452 -0.81075 0.1551 1.4244 -0.4447
N -4.74862 -3.32576 -0.99095 0.3964 -2.2421 -0.5141
C -5.09519 -2.47769 0.09702 -0.3121 0.5640 2.7591
C -5.11806 -3.26387 1.47771 0.4366 0.4204 -0.9483
O -3.94099 -3.09191 2.23092 1.2239 0.7115 -0.5305
C -3.96628 -3.59664 3.53266 0.1215 -1.7443 -0.1372
H -3.05654 -4.81140 -4.65055 -0.4818 0.0174 0.2104
H -1.43847 -4.20744 -4.59849 0.4182 0.1065 0.4487
H -2.71533 -3.09245 -5.02068 -0.0793 -0.2222 -0.3175
H -1.77847 -4.82021 -1.85255 0.2963 0.0570 0.0531
H -3.41031 -5.24371 -2.32940 -0.1228 -0.1837 -0.4245
H -2.86936 -2.87300 -0.58295 1.2354 -0.2249 0.3575
H -3.04751 -4.59920 -0.10605 -1.1029 0.2204 0.8866
H -4.59697 -2.78351 -1.82944 -0.6509 0.4260 -0.1330
H -6.07877 -2.01302 0.16621 -0.4132 -0.3957 -1.3344
H -4.45613 -1.59488 0.11544 0.4084 -0.0420 0.5104
H -5.22712 -4.30883 1.18742 -0.2643 -0.3119 0.2528
H -5.92100 -2.94719 2.14339 -0.4900 0.0222 -0.3533
H -3.84643 -4.67835 3.47231 -0.4241 -0.4314 0.0971
H -4.91193 -3.38206 4.03045 0.0590 0.3139 0.2910
H -3.05809 -3.36218 4.08791 -0.1406 0.8045 -0.0372
C 1.75979 -0.47701 1.75182 0.3272 1.1517 0.2587
O 1.77730 -0.61590 3.13843 -0.8586 -2.1633 1.0597
C 1.44402 0.46905 3.96914 0.9961 -0.4135 0.1683
C 1.85515 0.13093 5.41554 -1.1380 1.5565 0.0437
N 0.86573 -0.55853 6.23942 -0.3836 0.9053 0.8015
C 0.94686 -1.95252 6.10271 1.6596 -1.5701 -0.3799
C 0.02648 -2.82608 6.93584 0.1021 -0.0476 0.0690
O -1.27596 -2.86684 6.42901 -1.1514 0.5280 -0.7412
C -1.95212 -1.61482 6.40521 -0.8154 -0.5862 -0.4859
H 2.26196 -1.33481 1.30447 0.1213 0.1060 0.1198
H 2.31585 0.45513 1.65184 0.2417 0.1735 -1.2974
H 0.78209 -0.37564 1.28071 -0.3529 0.0573 0.2674
H 0.39231 0.75517 3.98131 -0.2560 -0.0642 -0.4261
H 2.05034 1.29776 3.60347 -0.0728 0.5826 0.1522
H 1.95764 1.10258 5.89874 0.2868 0.2445 -0.0408
H 2.83671 -0.34026 5.46663 -0.1829 -0.2976 -0.0426
H -0.10463 -0.32529 6.08419 0.4865 1.0390 -0.3195
H 1.99877 -2.14102 6.31729 0.1383 -0.7785 0.4926
H 0.91876 -2.18785 5.03879 -0.6447 -0.8135 -0.3095
H -0.05137 -2.57648 7.99402 0.4264 0.6808 0.2103
H 0.33920 -3.87013 6.95284 0.3272 -0.0028 -0.3883
H -2.96183 -1.80546 6.04154 -0.2941 -0.3848 0.6255
H -1.67481 -0.91194 5.61962 0.8339 -0.0004 -0.0157
H -1.97064 -1.13382 7.38316 0.0399 0.0604 0.0691
C 0.30173 -7.94580 6.58656 0.4447 -1.1904 -1.2838
O 0.22086 -7.22538 5.33638 0.7011 -0.7892 1.1907
C -1.11395 -6.97974 5.04521 -1.4494 1.6709 -2.1583
C -1.42559 -6.74939 3.49411 1.6651 -1.2194 0.8751
N -1.04597 -5.45479 3.03089 -0.7166 1.7876 -0.1785
C 0.33607 -5.13841 3.21542 0.0665 -1.0898 2.3364
C 0.77059 -3.88764 2.62046 1.6608 0.9393 0.5483
O 1.02678 -4.12361 1.27491 -0.6893 0.9807 -1.6016
C 0.08538 -3.52851 0.42560 -1.0803 -0.5489 -1.4745
H 1.31668 -8.31414 6.73588 0.2724 0.7529 0.0138
H -0.20866 -8.89138 6.40354 -0.5783 -0.0813 0.3587
H -0.08689 -7.47717 7.49069 -0.0584 0.4778 -0.2793
H -1.36325 -5.99992 5.45251 -0.5580 -0.0313 0.6851
H -1.78130 -7.77432 5.37894 0.0371 -0.0274 0.2669
H -2.46468 -6.97858 3.25776 0.0134 0.0968 0.1832
H -0.76128 -7.43550 2.96871 -0.1675 -0.9842 -0.1213
H -1.16320 -5.33581 2.03480 -0.7828 -0.4112 -0.1445
H 0.96387 -5.94830 2.84387 0.4248 -0.2157 -0.2172
H 0.57269 -5.08166 4.27792 -0.2003 -0.0791 0.2323
H 1.74901 -3.63968 3.03194 0.2284 -0.0239 0.3562
H 0.19991 -2.99096 2.86209 -0.6108 -0.1045 -0.4132
H -0.06018 -2.44867 0.39651 0.7383 0.2639 0.5718
H -0.92546 -3.91507 0.55550 -0.2580 -0.2233 0.5493
H 0.28132 -3.83354 -0.60234 0.5018 0.0700 -0.1117
C 9.10506 3.81387 -1.56984 0.4956 -1.8855 0.3463
O 8.18066 2.81998 -1.07635 -0.6446 0.0384 -0.4856
C 7.90005 1.73705 -1.99470 -0.1308 0.8768 -0.2444
C 6.96322 0.74520 -1.34519 0.2250 -0.6679 0.5101
N 5.58593 1.21395 -1.13140 -0.4002 0.2559 -0.1050
C 4.52821 1.08622 -2.21336 2.6760 1.1176 -0.4425
C 3.33299 2.02494 -1.97153 -0.5263 -1.4773 -0.7417
O 3.53294 3.40568 -1.79253 0.5324 0.8783 0.8855
C 4.27189 4.20728 -2.74679 0.3871 -2.2731 0.7184
H 9.28836 3.69765 -2.63801 -0.7458 0.6177 -0.3160
H 10.07872 3.50088 -1.19285 0.2802 0.4015 0.4792
H 8.85345 4.80745 -1.19891 -0.1758 -0.1787 -0.3460
H 8.85812 1.31430 -2.29718 -0.0361 -0.3667 -0.1567
H 7.35281 2.11314 -2.85911 0.3224 0.3852 -0.4484
H 7.49229 0.50178 -0.42380 -0.5599 0.2955 0.8621
H 6.96795 -0.25882 -1.76949 -0.0787 0.1857 -0.9521
H 5.69737 2.20540 -0.97417 -0.3344 0.2698 0.5440
H 4.41618 0.01731 -2.39497 -1.1825 0.0429 0.3587
H 4.92416 1.41890 -3.17287 0.5330 0.1615 -0.4110
H 2.81222 1.55275 -1.13852 -0.1545 1.0028 0.6437
H 2.62548 1.93652 -2.79599 0.0416 -0.4734 -0.3615
H 5.29637 3.83610 -2.71888 0.4322 0.2189 -0.0938
H 4.29693 5.24170 -2.40411 -0.5363 -0.1728 -0.2001
H 3.94640 4.00712 -3.76761 -0.4615 0.5335 -0.1227
C -5.37529 -1.29512 -3.74062 0.8725 1.2462 0.2275
O -5.29703 -0.59760 -2.52029 -0.6953 0.2324 1.1915
C -4.56262 0.65950 -2.48267 -0.6234 -1.5551 0.0263
C -4.63901 1.18994 -1.01732 -1.1614 -0.4936 -0.9159
N -6.02912 1.73864 -0.72576 2.6149 1.0888 -0.9713
C -6.40917 1.75523 0.68041 -0.1830 -0.1777 -0.6324
C -7.75685 2.48113 0.85416 0.1242 -1.7966 0.3601
O -8.22953 2.33652 2.20520 0.0774 -0.3502 -1.4991
C -7.60209 3.10565 3.16706 -0.5921 0.9202 1.0337
H -4.34820 -1.48338 -4.05327 0.1347 -0.6942 -0.2322
H -5.78088 -0.65209 -4.52171 -0.5430 -0.0839 -0.1830
H -5.96598 -2.19326 -3.56027 0.1339 0.0592 -0.2507
H -5.00869 1.28030 -3.25966 -0.1592 0.6761 0.2795
H -3.57223 0.38815 -2.84818 0.5333 0.4421 0.5611
H -3.76701 1.82618 -0.86590 -0.4834 0.6752 0.2076
H -4.49254 0.34201 -0.34824 0.2909 -0.2594 -0.0849
H -6.62371 1.21281 -1.35032 -0.5101 -0.1338 0.5621
H -5.68172 2.21005 1.35277 0.4688 0.2376 -0.5559
H -6.43917 0.70578 0.97339 -0.6370 -0.1796 0.7795
H -8.44867 1.89994 0.24447 -0.3874 0.1365 0.0758
H -7.78178 3.49396 0.45209 0.3529 0.2572 0.4012
H -7.73494 4.17124 2.98011 0.1161 0.3055 -0.2499
H -6.54765 2.94530 3.39192 0.1869 -0.4485 -0.3739
H -8.17707 2.91379 4.07298 0.2153 -0.0515 0.2204
C 3.28877 -1.47068 -6.16411 -0.7065 0.6044 -0.6874
O 2.72067 -0.15989 -6.17107 -1.1875 -0.4485 -0.3985
C 1.79733 0.07371 -5.10109 1.2722 -0.7984 0.8206
C 1.14343 1.39300 -5.20691 1.3045 0.9261 -0.6666
N 0.39858 1.73181 -4.01282 -1.2514 0.4167 -1.2326
C -0.53587 2.81581 -4.40806 0.7763 1.0049 1.3237
C 0.21945 4.12860 -4.63648 0.1958 0.5221 -1.0805
O -0.70840 5.09963 -5.08855 -1.4221 0.7109 0.8259
C -0.47016 6.49728 -4.92652 1.1070 -0.6766 -0.3772
H 2.54781 -2.27008 -6.16939 -0.4072 0.0907 0.9014
H 3.99757 -1.51982 -5.33750 0.1761 -0.5104 -0.1340
H 3.68734 -1.64197 -7.16406 0.8774 0.4675 0.1881
H 2.42544 0.04838 -4.21063 -0.1398 0.0978 0.5872
H 1.01305 -0.65805 -4.90731 0.0907 -0.7835 -0.6649
H 0.56430 1.46751 -6.12731 -0.3640 -0.1753 -0.2060
H 1.94161 2.12488 -5.33089 0.1155 0.2051 -0.0304
H -0.26826 0.98235 -3.89569 0.0856 -0.6473 0.6941
H -1.18856 2.95646 -3.54649 -0.2602 0.1311 -0.1174
H -1.13945 2.60051 -5.28977 -0.0004 -0.1663 -0.1609
H 0.91751 4.06510 -5.47122 0.4142 -0.5630 -0.0436
H 0.82782 4.43827 -3.78672 -0.3365 0.0408 0.4639
H -1.36393 7.07130 -5.17101 -0.0344 -0.3720 -0.0089
H 0.33974 6.77691 -5.60029 0.0203 0.2781 -0.4207
H -0.08946 6.81857 -3.95701 -0.3188 -0.4187 0.5215
N -3.36183 -0.44106 3.13519 -1.6225 0.8803 3.9944
C -2.52324 0.10916 2.25859 -1.1726 2.6230 1.3248
N -2.39293 -0.74606 1.32205 2.9298 -1.8293 -5.1002
O -2.12934 1.28472 2.23339 -0.1456 -0.8423 0.3912
H -3.48307 -1.43968 3.22543 -0.1461 0.5686 -0.2824
H -3.79302 0.19177 3.79375 0.2399 -0.3907 0.2080
H -1.95565 -0.32322 0.51576 0.3076 -0.7940 -0.6444
H -2.70881 -1.70522 1.34043 -0.0758 0.3564 0.0618
N -0.42769 -2.07406 -2.72085 -0.8998 -1.7076 -1.4621
C -0.33070 -0.99458 -1.99102 0.0060 -0.0269 0.2416
N 0.87241 -0.74807 -1.60969 4.2730 1.2090 1.3180
O -1.26446 -0.31267 -1.66409 -3.2325 1.9086 0.7285
H 0.37108 -2.64943 -2.94675 -0.3462 -0.0841 -0.3840
H -1.39065 -2.32008 -2.90045 0.3258 -0.6146 -0.2848
H 1.13064 0.07359 -1.08217 -0.4388 -0.1173 -0.2257
H 1.61738 -1.38032 -1.86538 0.0743 0.3413 0.2438
N 4.69482 -1.89159 -0.03884 4.9832 4.1308 1.1077
C 3.75035 -2.48749 -0.62470 -3.8843 -2.1917 -1.0244
N 3.40604 -3.54206 0.09845 -1.4906 -3.2159 -0.1336
O 3.09893 -2.15036 -1.62764 1.1463 -0.1393 -0.2405
H 5.33619 -2.41910 0.53605 -0.1930 0.5458 -0.0035
H 4.92279 -0.95465 -0.33930 0.4857 0.1890 0.1297
H 3.81320 -3.81934 0.98018 -0.1909 0.3847 -0.2537
H 2.59471 -4.06753 -0.19435 0.2502 0.0509 0.2424
N 2.39230 -5.41135 -5.56988 -0.5026 -1.3564 -1.8417
C 2.18780 -4.48070 -4.64082 -2.1294 0.8910 -0.4255
N 3.21878 -4.29671 -3.88490 3.1767 0.5801 2.5439
O 1.16283 -3.81187 -4.48879 -0.4672 -0.6382 -0.2759
H 1.60165 -5.74627 -6.10167 0.4076 0.1368 -0.0445
H 3.30679 -5.82760 -5.67251 -0.5394 -0.1141 -0.1166
H 4.08138 -4.79997 -4.03575 -0.2566 0.1857 0.3514
H 3.08857 -3.74367 -3.04985 0.3306 0.3811 -0.0467
```
Forces are in eV/Å.

Calculated values
HOMO energy ... -8.03 eV
LUMO ... 0.0043 hartree
HOMO-LUMO gap ... 8.1 eV

Atomic partial charges in e from the Löwdin method, atoms 1 to 4: C -0.0763; O -0.1916; C -0.1733; C -0.1796

Formula: C6H11NO
Source: the OMol25 dataset
Level of theory: wB97M-V/def2-TZVPD

XYZ file:
```
19
Properties=species:S:1:pos:R:3:forces:R:3
C -1.17131 2.31357 1.04594 0.2789 -1.3135 0.1907
C -1.05461 2.20754 2.38471 1.1387 0.1953 -1.1139
N -0.01488 1.47637 3.02284 -0.1544 -0.9237 -0.4237
C 0.10520 0.23572 2.73635 0.0817 0.1769 1.1930
H -0.51684 1.71186 0.34856 -0.7357 0.7642 0.9949
H -1.99906 2.84601 0.59661 0.1879 0.2853 0.0763
H -1.56848 2.86342 3.07332 -0.4119 -0.1231 -0.0401
H 0.88142 -0.37533 3.29799 -0.8438 0.8170 -1.0132
H -0.62919 -0.28076 2.09072 0.4596 0.1123 0.1229
C 1.46625 -0.08709 -0.97957 -0.2624 -1.3162 -0.9975
C 0.92962 -1.29504 -1.28185 0.8617 0.2482 0.8012
C -0.13883 -1.57429 -2.29562 -0.7094 -1.5758 -0.2760
O 0.41842 -2.45092 -3.35367 0.1457 1.0457 0.3069
H 2.44216 0.03504 -0.46467 -1.1652 -0.0844 0.0623
H 0.99224 0.77977 -1.45042 0.4745 -0.0564 0.1275
H 1.27084 -2.23000 -0.79491 0.2616 0.7017 -0.3610
H -0.96887 -2.19042 -1.84122 0.5455 1.0857 -0.2533
H -0.51064 -0.63263 -2.74589 0.0754 -0.6856 0.0547
H 0.06656 -3.35282 -3.38924 -0.2284 0.6466 0.5483
```
Forces are in eV/Å.

Calculated values
HOMO energy ... -9.21 eV
LUMO ... 0.0305 hartree
HOMO-LUMO gap ... 10.0 eV

Atomic partial charges in e from the Löwdin method, atoms 1 to 4: C 0.0025; C -0.2524; N -0.0385; C -0.0638

Formula: C3H10NO3
Source: the OMol25 dataset
Level of theory: wB97M-V/def2-TZVPD

XYZ file:
```
17
Properties=species:S:1:pos:R:3:forces:R:3
C 0.40424 0.12159 1.08010 -0.6133 -1.9085 0.9984
C 0.49563 1.54606 0.50071 2.6657 -1.5040 2.5697
C 1.40140 1.86033 -0.69495 -3.9812 2.8057 0.7110
O 0.51149 2.78530 -1.30786 2.2585 0.9526 -2.4892
O 2.55626 1.77539 -0.85831 1.2656 -0.7895 -0.6340
N -0.55543 -0.84348 0.14435 3.4795 3.3641 -2.9562
H 1.39117 -0.52293 1.17990 -1.9852 1.7177 -0.1750
H -0.16070 0.23506 2.15607 1.4247 -0.7174 -2.8614
H 1.17712 2.03862 1.33553 -1.6211 -0.3642 -1.2960
H -0.49143 1.99934 0.43380 0.4197 -0.0045 -0.0338
H 0.95009 3.39642 -2.01413 -0.7042 -1.8227 1.7087
H -0.24325 -1.70094 -0.49855 0.8887 1.5993 0.2502
H -1.23646 -0.26575 -0.41532 0.3696 -0.1083 0.0161
H -1.10127 -1.38460 0.64810 -3.7567 -3.0748 4.1616
H -1.07121 -4.13241 -0.59092 -0.0563 1.0749 0.4339
H -2.43254 -3.59092 -0.72888 -1.1681 0.2463 -0.2848
O -1.59511 -3.31708 -0.36964 1.1140 -1.4665 -0.1193
```
Forces are in eV/Å.

Calculated values
HOMO energy (alpha / beta) ... -3.25 / -11.05 eV
⟨S²⟩ ... 0.7508
LUMO (alpha / beta) ... 0.0186 / 0.0149 hartree
HOMO-LUMO gap (alpha / beta) ... 3.8 / 11.5 eV
2S+1 ... 2

Atomic partial charges in e from the Löwdin method, atoms 1 to 4: C -0.1654; C -0.1684; C -0.5266; O -0.0186

Looking at energy above the lowest of the compared OMol25 structures with the same formula, charge and spin for the records above, in order, we have 164.1, 84.7, 51.5 kcal per mole.